Entry 1:
Density functional theory data (ωB97M-V with the def2-TZVPD basis set) for a molecular structure, C24H34BO3Se2Sn.

Values from the calculation:
Total charge = +1
E_tot = -168778.3635 eV
Orbital gap = 7.322 eV
E_HOMO = -10.62 eV

Each line ends with the natural charge from an NBO analysis.
Cartesian coordinates (Å):
1 Sn 0.521 -1.097 -0.323  0.8272
2 C 0.007 0.077 3.320  -0.7689
3 Se 1.536 -0.341 2.183  0.3664
4 C 2.294 1.484 2.065  -0.5434
5 C 1.442 2.524 1.379  -0.5795
6 Se 1.251 2.300 -0.581  0.3177
7 C -0.004 3.765 -0.807  -0.7837
8 H 0.376 0.333 4.311  0.2425
9 H -0.611 -0.815 3.366  0.2505
10 H -0.551 0.900 2.883  0.2323
11 H 3.256 1.357 1.563  0.2422
12 H 2.474 1.773 3.107  0.2456
13 H 1.901 3.505 1.530  0.2405
14 H 0.434 2.555 1.797  0.2190
15 H -0.902 3.576 -0.231  0.2268
16 H -0.238 3.805 -1.868  0.2436
17 H 0.475 4.694 -0.501  0.2268
18 C 9.262 0.525 -0.602  -0.6444
19 C 7.819 0.157 -0.663  0.0990
20 C 7.379 -1.143 -0.403  -0.2469
21 C 6.046 -1.493 -0.474  0.0854
22 C 5.623 -2.899 -0.166  -0.6509
23 C 5.094 -0.485 -0.799  -0.1938
24 C 3.714 -0.828 -0.772  0.4190
25 O 2.745 -0.061 -0.856  -0.6650
26 C 5.535 0.831 -1.099  0.0956
27 C 4.598 1.914 -1.496  -0.6412
28 C 6.881 1.123 -1.016  -0.2450
29 H 9.868 -0.274 -0.182  0.2267
30 H 9.402 1.426 -0.006  0.2344
31 H 9.623 0.741 -1.609  0.2411
32 H 8.106 -1.895 -0.134  0.2194
33 H 6.485 -3.517 0.074  0.2360
34 H 5.116 -3.353 -1.018  0.2307
35 H 4.941 -2.925 0.686  0.2234
36 H 3.505 -1.899 -0.624  0.1489
37 H 3.807 1.556 -2.152  0.2401
38 H 5.140 2.716 -1.989  0.2250
39 H 4.104 2.323 -0.612  0.2263
40 H 7.209 2.133 -1.221  0.2182
41 C -8.223 -1.768 -1.347  -0.5956
42 C -7.425 -1.562 -0.053  -0.0776
43 C -7.287 -2.917 0.647  -0.6059
44 C -8.189 -0.622 0.892  -0.5937
45 C -6.077 -0.926 -0.361  0.0162
46 C -6.033 0.334 -0.972  -0.2064
47 C -4.855 1.026 -1.192  -0.2412
48 C -3.684 0.420 -0.782  0.2568
49 O -2.391 0.860 -0.823  -0.6652
50 B -1.621 -0.143 -0.289  0.5478
51 O -2.429 -1.219 0.077  -0.6716
52 C -3.707 -0.855 -0.218  0.2179
53 C -4.883 -1.543 -0.001  -0.2501
54 H -9.165 -2.264 -1.129  0.2139
55 H -7.664 -2.394 -2.038  0.2124
56 H -8.444 -0.827 -1.840  0.2074
57 H -8.275 -3.308 0.876  0.2202
58 H -6.743 -2.818 1.584  0.2072
59 H -6.782 -3.639 0.009  0.2094
60 H -9.132 -1.077 1.184  0.2133
61 H -8.402 0.334 0.425  0.2079
62 H -7.604 -0.439 1.789  0.2097
63 H -6.952 0.803 -1.285  0.2191
64 H -4.850 2.000 -1.655  0.2279
65 H -4.847 -2.519 0.445  0.2324

Entry 2:
Density functional theory data (ωB97M-V with the def2-TZVPD basis set) for a molecular structure, C24H34F5HfN10S2.

Values from the calculation:
Total charge = +3
E_tot = -76884.1661 eV
Orbital gap = 7.828 eV
Relative energy (zero: lowest compared OMol25 entry of this formula, charge and spin) = 42.8 kJ/mol
E_HOMO = -16.50 eV

Each line ends with the Löwdin charge.
Cartesian coordinates (Å):
1 Hf -0.170 0.142 -0.080  1.7661
2 N -0.936 -3.558 0.070  0.1535
3 C -1.924 -2.657 -0.009  -0.6421
4 N -1.740 -1.337 -0.002  -0.0697
5 C -2.963 -0.651 -0.184  -0.3359
6 C -4.031 -1.459 -0.259  -0.2937
7 S -3.571 -3.116 -0.158  1.1877
8 C -2.974 0.811 -0.345  -0.3532
9 C -4.006 1.526 -0.814  -0.2884
10 S -3.621 3.201 -0.900  1.1917
11 C -2.044 2.867 -0.304  -0.6572
12 N -1.821 1.581 -0.057  -0.0819
13 N -1.144 3.838 -0.117  0.1556
14 H 0.009 -3.293 -0.151  0.1080
15 H -1.150 -4.540 -0.027  0.1318
16 H -5.069 -1.187 -0.384  0.1071
17 H -4.972 1.167 -1.138  0.1069
18 H -1.392 4.796 -0.306  0.1300
19 H -0.329 3.695 0.452  0.1013
20 C -2.256 1.461 3.093  -0.0061
21 N -2.056 0.008 3.039  -0.1076
22 C -3.246 -0.777 3.371  -0.0141
23 C -0.849 -0.541 2.867  -0.3755
24 N 0.024 0.075 1.991  -0.0542
25 C 1.421 0.098 2.359  -0.2615
26 C 1.842 0.260 3.675  -0.0173
27 C 3.190 0.228 3.989  -0.0372
28 C 4.128 0.031 2.983  -0.0336
29 C 3.716 -0.086 1.665  -0.0091
30 C 2.366 -0.014 1.340  -0.2589
31 N 1.892 -0.103 -0.023  -0.0676
32 C 2.744 0.461 -0.974  -0.3839
33 N 3.020 -0.201 -2.083  -0.0899
34 C 2.998 -1.669 -2.151  0.0026
35 C 3.445 0.462 -3.323  0.0003
36 N 3.251 1.685 -0.768  -0.1084
37 C 2.619 2.655 0.117  -0.0052
38 C 4.616 2.052 -1.180  -0.0004
39 N -0.533 -1.674 3.491  -0.0976
40 C 0.506 -2.589 3.020  -0.0052
41 C -1.027 -1.989 4.840  0.0037
42 H -3.062 1.753 2.419  0.0896
43 H -1.343 1.980 2.824  0.0828
44 H -2.539 1.748 4.106  0.1132
45 H -4.064 -0.428 2.739  0.1006
46 H -3.547 -0.650 4.411  0.1092
47 H -3.076 -1.831 3.169  0.0958
48 H 1.102 0.408 4.456  0.1302
49 H 3.509 0.351 5.016  0.1267
50 H 5.183 -0.029 3.222  0.1270
51 H 4.453 -0.235 0.881  0.1284
52 H 3.998 -2.028 -2.394  0.1142
53 H 2.316 -1.993 -2.935  0.0970
54 H 2.699 -2.085 -1.196  0.0821
55 H 3.102 1.492 -3.335  0.1046
56 H 2.987 -0.067 -4.154  0.0988
57 H 4.526 0.428 -3.454  0.1087
58 H 1.556 2.446 0.215  0.0510
59 H 2.728 3.646 -0.320  0.1180
60 H 3.065 2.652 1.113  0.1121
61 H 5.186 1.161 -1.429  0.1009
62 H 5.102 2.536 -0.332  0.1114
63 H 4.623 2.739 -2.025  0.1081
64 H 0.743 -2.401 1.980  0.0671
65 H 0.138 -3.609 3.124  0.1107
66 H 1.417 -2.485 3.609  0.1098
67 H -1.511 -1.125 5.284  0.0999
68 H -0.168 -2.251 5.457  0.1127
69 H -1.714 -2.834 4.832  0.1088
70 F 0.084 -0.993 -1.999  -0.1244
71 C -0.779 0.149 -2.378  -0.0908
72 F 0.202 1.221 -1.989  -0.1237
73 C -0.783 0.141 -3.899  -0.6339
74 F -1.576 -0.841 -4.298  0.1987
75 F -1.236 1.312 -4.320  0.1966
76 F 0.445 -0.058 -4.393  0.1673

Entry 3:
Density functional theory data (ωB97M-V with the def2-TZVPD basis set) for 2 unconnected molecules or ions with the total composition C24H34F8N2O2.

Values from the calculation:
E_tot = -54248.4764 eV
Orbital gap = 3.134 eV
Relative energy (zero: lowest compared OMol25 entry of this formula, charge and spin) = 0.0 kJ/mol
E_HOMO = -4.32 eV

Each line ends with the natural charge from an NBO analysis.
Cartesian coordinates (Å):
1 C -2.755 3.498 4.037  -0.3188
2 C -2.184 2.640 3.173  -0.2430
3 C -2.939 1.770 2.196  -0.5009
4 C -3.020 0.283 2.582  0.1114
5 C -3.881 -0.039 3.808  0.6314
6 F -3.674 0.846 4.798  -0.3024
7 F -3.482 -1.237 4.320  -0.3260
8 C -5.438 -0.164 3.649  0.5539
9 F -5.900 -0.164 4.916  -0.2921
10 F -5.790 -1.343 3.139  -0.2864
11 C -6.217 0.987 2.965  0.9231
12 F -5.927 2.143 3.528  -0.2939
13 F -6.039 1.025 1.656  -0.3004
14 F -7.505 0.753 3.180  -0.2903
15 C -3.455 -0.489 1.314  -0.4471
16 C -2.294 -1.128 0.524  -0.4443
17 C -0.992 -0.343 0.494  0.1997
18 F -1.088 0.737 -0.357  -0.3432
19 C -0.588 0.128 1.901  -0.1127
20 C 0.711 -0.569 2.365  -0.4058
21 C 1.638 0.456 3.031  -0.4075
22 C 2.231 1.413 1.978  -0.2227
23 N 2.167 0.822 0.656  -0.6438
24 C 2.542 1.748 -0.418  -0.2334
25 C 2.323 1.071 -1.750  -0.1313
26 C 2.604 -0.288 -1.958  -0.2137
27 C 2.345 -0.883 -3.184  -0.1925
28 C 1.808 -0.147 -4.243  -0.1747
29 C 1.555 1.208 -4.060  -0.3027
30 C 1.815 1.802 -2.822  0.3365
31 O 1.545 3.165 -2.654  -0.7244
32 N -1.628 -0.190 2.919  -0.5257
33 H -3.554 4.172 3.749  0.2093
34 H -2.398 3.502 5.060  0.2116
35 H -1.098 2.572 3.229  0.1990
36 H -2.478 1.849 1.210  0.2595
37 H -3.927 2.205 2.069  0.2581
38 H -3.920 0.237 0.656  0.2464
39 H -4.190 -1.267 1.505  0.2489
40 H -2.066 -2.126 0.907  0.2161
41 H -2.666 -1.286 -0.484  0.2665
42 H -0.232 -0.993 0.072  0.2188
43 H -0.332 1.177 1.841  0.2705
44 H 0.522 -1.361 3.101  0.1957
45 H 1.220 -1.012 1.522  0.2597
46 H 1.042 1.066 3.720  0.1825
47 H 2.410 -0.002 3.644  0.2281
48 H 1.624 2.322 1.940  0.1788
49 H 3.236 1.757 2.249  0.1915
50 H 2.807 0.035 0.607  0.3574
51 H 3.561 2.134 -0.307  0.1825
52 H 1.835 2.573 -0.380  0.2078
53 H 3.027 -0.884 -1.160  0.1864
54 H 2.543 -1.936 -3.349  0.3050
55 H 1.590 -0.622 -5.186  0.2349
56 H 1.131 1.816 -4.850  0.2018
57 H 1.838 3.591 -3.463  0.4792
58 H -1.588 -1.198 3.077  0.4511
59 H -1.365 0.235 3.816  0.4513
60 C 5.438 -2.376 -6.259  -0.6266
61 C 4.770 -3.453 -5.377  0.1315
62 C 4.240 -4.563 -6.308  -0.6263
63 O 3.749 -2.906 -4.670  -0.9962
64 H 4.710 -1.935 -6.946  0.1832
65 H 5.856 -1.580 -5.639  0.1893
66 H 6.259 -2.794 -6.863  0.1646
67 H 5.600 -3.921 -4.789  0.0686
68 H 3.490 -4.164 -6.996  0.1838
69 H 3.782 -5.365 -5.723  0.1893
70 H 5.045 -5.011 -6.912  0.1639

Entry 4:
Density functional theory data (ωB97M-V with the def2-TZVPD basis set) for a molecular structure, C24H34GaN4O4.

Values from the calculation:
Total charge = +1
E_tot = -91960.7155 eV
Orbital gap = 5.638 eV
E_HOMO = -9.25 eV

Each line ends with the natural charge from an NBO analysis.
Cartesian coordinates (Å):
1 Ga -0.956 0.120 1.419  1.9178
2 N -0.837 0.274 3.877  -0.8430
3 C -1.481 -0.910 4.473  -0.2266
4 C -1.233 -2.186 3.685  -0.5418
5 C -2.031 -2.378 2.381  0.8073
6 O -2.646 -3.396 2.155  -0.5534
7 O -2.051 -1.322 1.515  -0.9212
8 H 0.125 0.332 4.131  0.3724
9 H -1.288 1.101 4.221  0.4044
10 H -2.607 -0.705 4.552  0.2251
11 H -1.170 -1.100 5.526  0.2035
12 H -1.603 -3.000 4.315  0.2598
13 H -0.148 -2.374 3.501  0.2165
14 C 0.007 -1.573 -6.854  -0.6541
15 C -0.388 -1.046 -5.530  0.1019
16 C -0.803 0.253 -5.347  -0.2453
17 C -0.965 0.769 -4.068  0.1014
18 C -1.187 2.208 -3.888  -0.6712
19 C -0.732 -0.063 -2.909  -0.1813
20 C -0.538 0.513 -1.635  0.4464
21 O -0.361 -0.139 -0.549  -0.7201
22 C -0.441 -1.460 -3.109  0.1161
23 C -0.248 -2.466 -2.005  -0.6442
24 C -0.202 -1.869 -4.406  -0.2494
25 H -0.069 -2.705 -6.929  0.2377
26 H 0.976 -1.232 -7.199  0.2474
27 H -0.683 -1.110 -7.631  0.2346
28 H -0.958 0.888 -6.208  0.2257
29 H -1.437 2.765 -4.818  0.2429
30 H -0.291 2.711 -3.576  0.2324
31 H -1.981 2.483 -3.146  0.2412
32 H -0.467 1.610 -1.616  0.1694
33 H 0.670 -2.298 -1.431  0.2233
34 H -0.190 -3.420 -2.498  0.2215
35 H -1.111 -2.537 -1.290  0.2566
36 H 0.199 -2.865 -4.571  0.2178
37 C -4.225 0.568 0.316  -0.6440
38 C -3.455 1.708 0.949  0.1310
39 C -3.963 2.992 1.250  -0.3086
40 C -2.929 3.789 1.788  -0.2933
41 C -1.772 2.932 1.760  0.0898
42 C -0.334 3.240 2.132  -0.6386
43 N -2.117 1.689 1.306  -0.7575
44 H -4.612 0.941 -0.649  0.2212
45 H -5.020 0.187 0.932  0.2299
46 H -3.514 -0.252 0.178  0.2268
47 H -4.959 3.376 1.057  0.2227
48 H -2.938 4.838 2.015  0.2224
49 H -0.303 4.286 2.467  0.2450
50 H 0.270 3.133 1.245  0.2028
51 H 0.047 2.577 2.977  0.1843
52 N 0.913 -0.031 1.789  -0.6305
53 C 2.075 -0.201 1.694  0.6814
54 N 3.213 -0.816 1.573  -0.4333
55 C 3.995 -0.842 0.303  -0.2416
56 C 5.459 -0.263 0.439  -0.0747
57 O 6.131 -0.759 1.590  -0.5100
58 C 5.372 -0.515 2.824  -0.1007
59 C 4.010 -1.204 2.807  -0.2275
60 H 3.481 -0.201 -0.440  0.2272
61 H 4.034 -1.889 -0.066  0.2266
62 H 5.332 0.805 0.596  0.1691
63 H 6.109 -0.508 -0.419  0.2311
64 H 5.298 0.590 2.949  0.1850
65 H 6.017 -0.864 3.629  0.2334
66 H 3.400 -0.897 3.682  0.2265
67 H 4.111 -2.282 2.785  0.2329